DFT (ωB97M-V/def2-TZVPD) results for the molecule C21H30N4O4S.

Each atom is followed by the atoms it is bonded to, with distances in Å.
Element x y z (Å)
1 C 1.8514 2.6917 -1.2392  C2 1.527, H58 1.089, H59 1.088, H60 1.087
2 C 1.0374 3.4731 -2.2674  C1 1.527, C3 1.533, H56 1.091, H57 1.092
3 C 0.7178 2.6649 -3.5302  C2 1.533, H4 1.091, H5 1.091, C6 1.532
4 H 1.5538 2.0027 -3.7609  C3 1.091
5 H 0.5947 3.3447 -4.3749  C3 1.091
6 C -0.5788 1.8548 -3.4371  C3 1.532, N7 1.451, H54 1.093, H55 1.094
7 N -0.6170 0.9579 -2.2973  C6 1.451, C8 1.363, C16 1.401
8 C 0.0979 -0.2021 -2.2808  N7 1.363, N9 1.288, S35 1.761
9 N 0.1817 -1.0050 -1.2776  C8 1.288, C10 1.369
10 C -0.5134 -0.7076 -0.1368  N9 1.369, C11 1.398, C15 1.403
11 C -0.4339 -1.5547 0.9727  C10 1.398, C12 1.372, H34 1.078
12 C -1.1367 -1.2655 2.1145  C11 1.372, C13 1.412, H33 1.078
13 C -1.9477 -0.1144 2.2166  C12 1.412, C14 1.394, N19 1.369
14 C -2.0184 0.7316 1.1110  C13 1.394, C15 1.391, H18 1.078
15 C -1.3181 0.4390 -0.0543  C10 1.403, C14 1.391, C16 1.458
16 C -1.3886 1.3454 -1.1935  N7 1.401, C15 1.458, O17 1.216
17 O -2.0445 2.3683 -1.2255  C16 1.216
18 H -2.5963 1.6411 1.1215  C14 1.078
19 N -2.6444 0.1559 3.3631  C13 1.369, C20 1.447, C26 1.446
20 C -3.7195 1.1237 3.3947  N19 1.447, H21 1.100, C22 1.527, H32 1.093
21 H -3.3410 2.1400 3.5767  C20 1.100
22 C -4.7060 0.7402 4.4950  C20 1.527, H23 1.101, O24 1.414, H31 1.093
23 H -5.1168 -0.2572 4.2767  C22 1.101
24 O -4.1203 0.7424 5.7817  C22 1.414, C25 1.412
25 C -2.7401 0.4451 5.7678  O24 1.412, C26 1.528, H29 1.093, H30 1.101
26 C -2.3483 -0.4884 4.6239  N19 1.446, C25 1.528, H27 1.093, H28 1.100
27 H -1.2762 -0.6899 4.6938  C26 1.093
28 H -2.8911 -1.4398 4.7266  C26 1.100
29 H -2.5154 -0.0191 6.7314  C25 1.093
30 H -2.1583 1.3758 5.6859  C25 1.101
31 H -5.5326 1.4542 4.5306  C22 1.093
32 H -4.2456 1.1165 2.4370  C20 1.093
33 H -1.0742 -1.9515 2.9440  C12 1.078
34 H 0.1889 -2.4325 0.9176  C11 1.078
35 S 0.9537 -0.6324 -3.7587  C8 1.761, C36 1.820
36 C 1.6719 -2.2457 -3.3204  S35 1.820, H37 1.089, C38 1.526, H53 1.089
37 H 0.9578 -2.7514 -2.6728  C36 1.089
38 C 3.0320 -2.0814 -2.6478  C36 1.526, O39 1.213, N40 1.342
39 O 4.0724 -2.3482 -3.2104  C38 1.213
40 N 2.9414 -1.6002 -1.3985  C38 1.342, H41 1.019, C42 1.441
41 H 2.0168 -1.4516 -0.9971  N40 1.019
42 C 4.0865 -1.3495 -0.5608  N40 1.441, C43 1.534, H51 1.097, H52 1.092
43 C 3.8632 -1.9483 0.8333  C42 1.534, O44 1.409, H49 1.100, H50 1.093
44 O 2.6713 -1.5122 1.4458  C43 1.409, C45 1.406
45 C 2.6796 -0.1738 1.8773  O44 1.406, H46 1.089, H47 1.095, H48 1.097
46 H 1.7491 -0.0263 2.4227  C45 1.089
47 H 2.7136 0.5323 1.0410  C45 1.095
48 H 3.5301 0.0216 2.5416  C45 1.097
49 H 4.7308 -1.7203 1.4695  C43 1.100
50 H 3.7549 -3.0327 0.7516  C43 1.093
51 H 4.2631 -0.2694 -0.4827  C42 1.097
52 H 4.9576 -1.8099 -1.0324  C42 1.092
53 H 1.7960 -2.7738 -4.2647  C36 1.089
54 H -1.4259 2.5340 -3.3099  C6 1.093
55 H -0.7156 1.2688 -4.3505  C6 1.094
56 H 0.1083 3.8199 -1.8120  C2 1.091
57 H 1.6138 4.3546 -2.5558  C2 1.092
58 H 2.7558 2.2926 -1.6964  C1 1.089
59 H 2.1414 3.3452 -0.4187  C1 1.088
60 H 1.2839 1.8649 -0.8190  C1 1.087

Properties
M   434.562 u
Frontier orbital gap   7.97 eV
Relative energy (zero: lowest compared OMol25 entry of this formula, charge and spin)   53.4 kcal/mol
SMILES string   CCCCn1c(SCC(=O)NCCOC)nc2ccc(N3CCOCC3)cc2c1=O
E_LUMO   0.45 eV
Total energy   -1736.418376 a.u.

DFT (ωB97M-V/def2-TZVPD) results for the molecule C21H30N6O.

Each atom is followed by the atoms it is bonded to, with distances in Å.
Element x y z (Å)
1 C 1.2553 2.9123 0.8379  H2 1.087, H3 1.087, C4 1.525, H58 1.086
2 H 0.4964 3.1275 1.5859  C1 1.087
3 H 0.7501 2.7383 -0.1090  C1 1.087
4 C 2.0493 1.6818 1.2615  C1 1.525, H5 1.089, H6 1.092, C7 1.539
5 H 1.3420 0.8852 1.4874  C4 1.089
6 H 2.6105 1.9051 2.1708  C4 1.092
7 C 3.0487 1.1839 0.2029  C4 1.539, N8 1.455, C50 1.530, C54 1.534
8 N 2.3357 0.8584 -1.0232  C7 1.455, C9 1.359, N12 1.336
9 C 1.3058 0.0158 -1.3010  N8 1.359, N10 1.317, C13 1.496
10 N 1.0445 0.1252 -2.5873  C9 1.317, N11 1.323
11 N 1.8989 1.0070 -3.0796  N10 1.323, N12 1.264
12 N 2.6655 1.4477 -2.1759  N8 1.336, N11 1.264
13 C 0.5294 -0.8700 -0.3785  C9 1.496, N14 1.455, H39 1.097, C40 1.553
14 N -0.5778 -0.0879 0.1501  C13 1.455, C15 1.456, C28 1.455
15 C -1.5175 0.5203 -0.7809  N14 1.456, C16 1.509, H26 1.091, H27 1.095
16 C -2.5743 -0.3868 -1.3605  C15 1.509, C17 1.393, C21 1.391
17 C -2.4361 -0.9258 -2.6381  C16 1.393, N18 1.320, H25 1.083
18 N -3.3065 -1.7551 -3.1837  C17 1.320, C19 1.322
19 C -4.3771 -2.0900 -2.4841  N18 1.322, C20 1.386, H24 1.082
20 C -4.6479 -1.5797 -1.2244  C19 1.386, C21 1.386, H23 1.080
21 C -3.7335 -0.7044 -0.6595  C16 1.391, C20 1.386, H22 1.081
22 H -3.9285 -0.2570 0.3053  C21 1.081
23 H -5.5533 -1.8495 -0.7020  C20 1.080
24 H -5.0541 -2.7831 -2.9665  C19 1.082
25 H -1.5870 -0.6607 -3.2562  C17 1.083
26 H -0.9414 0.9482 -1.6030  C15 1.091
27 H -2.0070 1.3381 -0.2426  C15 1.095
28 C -1.1586 -0.5382 1.4056  N14 1.455, C29 1.497, H37 1.092, H38 1.099
29 C -1.5656 0.6216 2.2607  C28 1.497, C30 1.364, O33 1.352
30 C -0.9170 1.2716 3.2699  C29 1.364, C31 1.417, H36 1.071
31 C -1.7904 2.2938 3.7157  C30 1.417, C32 1.359, H35 1.070
32 C -2.9059 2.1892 2.9473  C31 1.359, O33 1.343, H34 1.072
33 O -2.7808 1.1814 2.0682  C29 1.352, C32 1.343
34 H -3.8212 2.7466 2.9277  C32 1.072
35 H -1.6091 3.0010 4.4987  C31 1.070
36 H 0.0553 1.0483 3.6586  C30 1.071
37 H -0.4043 -1.1080 1.9519  C28 1.092
38 H -2.0343 -1.1858 1.2594  C28 1.099
39 H 1.1554 -1.1168 0.4874  C13 1.097
40 C 0.2448 -2.2013 -1.1247  C13 1.553, C41 1.525, C45 1.529, H49 1.091
41 C -0.6677 -3.1407 -0.3436  C40 1.525, H42 1.088, H43 1.089, H44 1.086
42 H -0.7296 -4.0953 -0.8614  C41 1.088
43 H -0.2806 -3.3219 0.6579  C41 1.089
44 H -1.6755 -2.7433 -0.2683  C41 1.086
45 C 1.5780 -2.8982 -1.4002  C40 1.529, H46 1.087, H47 1.087, H48 1.090
46 H 2.2351 -2.2664 -1.9924  C45 1.087
47 H 1.4091 -3.8172 -1.9554  C45 1.087
48 H 2.0828 -3.1500 -0.4678  C45 1.090
49 H -0.2238 -1.9653 -2.0810  C40 1.091
50 C 4.0803 2.2626 -0.1313  C7 1.530, H51 1.085, H52 1.087, H53 1.087
51 H 3.6105 3.1129 -0.6144  C50 1.085
52 H 4.8302 1.8680 -0.8114  C50 1.087
53 H 4.5685 2.5928 0.7818  C50 1.087
54 C 3.7882 -0.0642 0.7007  C7 1.534, H55 1.087, H56 1.087, H57 1.088
55 H 3.1029 -0.8295 1.0544  C54 1.087
56 H 4.4455 0.2080 1.5222  C54 1.087
57 H 4.3937 -0.4858 -0.0991  C54 1.088
58 H 1.8939 3.7855 0.7375  C1 1.086

Properties
M   382.512 u
Frontier orbital gap   9.21 eV
Relative energy (zero: lowest compared OMol25 entry of this formula, charge and spin)   87.9 kcal/mol
SMILES string   CCC(C)(C)n1nnnc1[C@H](C(C)C)N(Cc1cccnc1)Cc1ccco1
E_LUMO   0.58 eV
Total energy   -1221.938800 a.u.